(1)
This record from the OMol25 dataset describes a structure of composition C38H40F6N8O2PRbS3 at a distorted geometry. The level of theory is ωB97M-V/def2-TZVPD.

Results
Kohn-Sham gap (spin up / spin down): 5.07 / 6.30 eV
E_LUMO (spin up / spin down): 1.41 / 1.41 eV
total charge: -1
HOMO energy (spin up / spin down): -3.7 / -4.9 eV
multiplicity: 2

Each line ends with the Löwdin spin population.
Element x y z (Å)
Rb: 0.15 1.73 -2.30  0.000
C: 5.16 2.10 -2.09  0.008
C: 3.84 2.71 -1.63  0.064
O: 2.78 2.29 -2.08  0.081
C: 3.96 3.78 -0.67  0.152
C: 2.91 4.38 0.01  0.043
C: 3.19 5.39 1.09  -0.005
N: 1.64 4.04 -0.27  0.204
N: 0.75 4.44 0.59  0.260
C: -0.48 3.88 0.61  0.057
O: -0.72 2.69 0.34  0.095
C: -1.54 4.77 1.17  0.003
C: -2.87 4.42 0.93  0.006
C: -3.90 5.21 1.40  0.000
C: -3.62 6.36 2.12  0.008
C: -2.30 6.72 2.37  0.000
C: -1.26 5.93 1.89  0.008
H: 4.96 1.24 -2.73  0.000
H: 5.75 1.78 -1.23  0.002
H: 5.74 2.83 -2.66  0.002
H: 4.97 4.10 -0.41  0.010
H: 4.26 5.58 1.19  0.000
H: 2.80 5.03 2.04  0.000
H: 2.68 6.33 0.86  -0.002
H: -3.07 3.52 0.35  0.000
H: -4.93 4.94 1.18  0.000
H: -4.43 6.99 2.49  0.001
H: -2.08 7.61 2.94  0.000
H: -0.23 6.20 2.07  0.000
C: -4.67 -0.20 -3.61  0.000
C: -3.98 0.66 -2.59  0.000
N: -3.58 1.86 -2.77  0.000
N: -3.72 2.41 -3.99  0.000
C: -3.41 3.73 -4.20  0.000
N: -3.17 4.01 -5.51  0.000
S: -3.38 4.88 -3.01  0.000
C: -3.64 0.06 -1.27  0.000
C: -4.54 -0.75 -0.57  0.000
C: -4.14 -1.34 0.61  0.000
C: -2.85 -1.13 1.07  0.000
C: -2.02 -0.31 0.32  0.000
N: -2.40 0.25 -0.82  0.000
H: -5.12 0.40 -4.41  0.000
H: -5.46 -0.79 -3.14  0.000
H: -3.95 -0.88 -4.06  0.000
H: -3.74 1.81 -4.80  0.000
H: -2.76 3.28 -6.08  0.000
H: -2.78 4.92 -5.65  0.000
H: -5.55 -0.88 -0.94  0.000
H: -4.83 -1.97 1.17  0.000
H: -2.50 -1.58 1.99  0.000
H: -1.00 -0.09 0.64  0.000
S: 2.07 -0.09 0.48  0.001
C: 2.01 -1.71 0.76  0.000
N: 2.87 -2.37 1.59  0.000
C: 2.62 -3.77 1.89  0.000
C: 1.13 -3.95 2.11  0.000
N: 0.45 -3.57 0.89  0.000
C: -0.69 -4.38 0.50  0.000
C: -0.29 -5.80 0.14  0.000
C: -0.92 -6.89 0.73  0.000
C: -0.54 -8.18 0.40  0.000
C: 0.48 -8.39 -0.51  0.000
C: 1.11 -7.31 -1.11  0.000
C: 0.72 -6.01 -0.78  0.000
C: 0.94 -2.54 0.13  0.000
S: 0.37 -2.17 -1.38  0.000
C: 3.84 -1.68 2.43  0.000
C: 3.39 -1.62 3.87  0.000
C: 4.08 -2.29 4.88  0.000
C: 3.63 -2.25 6.19  0.000
C: 2.48 -1.55 6.51  0.000
C: 1.78 -0.88 5.51  0.000
C: 2.23 -0.91 4.20  0.000
H: 3.17 -4.04 2.79  0.000
H: 2.94 -4.41 1.07  0.000
H: 0.81 -3.35 2.96  0.000
H: 0.91 -5.00 2.32  0.000
H: -1.16 -3.89 -0.35  0.000
H: -1.41 -4.40 1.33  0.000
H: -1.71 -6.72 1.45  0.000
H: -1.03 -9.03 0.86  0.000
H: 0.79 -9.40 -0.76  0.000
H: 1.90 -7.46 -1.84  0.000
H: 1.19 -5.16 -1.26  0.000
H: 3.95 -0.68 2.03  0.000
H: 4.80 -2.20 2.35  0.000
H: 4.98 -2.84 4.63  0.000
H: 4.17 -2.78 6.97  0.000
H: 2.12 -1.52 7.53  0.000
H: 0.89 -0.31 5.76  0.000
H: 1.70 -0.37 3.43  0.000
F: -0.51 2.33 -4.69  0.000
P: -0.51 0.92 -5.53  0.000
F: 0.76 1.43 -6.37  0.000
F: -0.54 -0.45 -6.36  0.000
F: 0.44 0.26 -4.41  0.000
F: -1.51 1.62 -6.62  0.000
F: -1.82 0.44 -4.69  0.000

(2)
This record from the OMol25 dataset describes a cluster of 4 separate species, C13H29BN2O14S3 in total at a distorted geometry. The level of theory is ωB97M-V/def2-TZVPD.

Results
Kohn-Sham gap: 9.80 eV
E_LUMO: 0.33 eV
SMILES string: NCCCCB(N)CCC(=O)O.O=S1(=O)OCCO1.O=S1(=O)OCCO1.O=S1(=O)OCCO1
HOMO energy: -9.5 eV

Each line ends with the Mulliken charge.
Element x y z (Å)
N: -1.69 1.22 2.05  -0.517
C: -0.86 0.08 1.61  -0.539
C: -1.05 -0.20 0.08  0.148
C: -0.75 -1.72 -0.23  -0.192
C: 0.47 -1.87 -1.26  -0.753
B: 1.73 -2.32 -0.38  0.169
N: 2.06 -3.76 -0.16  -0.589
C: 2.67 -1.25 0.34  -0.070
C: 3.47 -0.34 -0.65  -0.550
C: 4.13 0.81 0.17  0.517
O: 5.27 1.13 0.04  -0.550
O: 3.40 1.46 1.13  -0.483
H: -1.19 1.73 2.78  0.224
H: -2.55 0.91 2.48  0.232
H: 0.21 0.29 1.79  0.120
H: -1.12 -0.84 2.18  0.306
H: -2.11 -0.04 -0.16  -0.307
H: -0.42 0.48 -0.53  0.277
H: -1.64 -2.17 -0.71  0.190
H: -0.51 -2.27 0.71  0.371
H: 0.18 -2.64 -2.00  0.341
H: 0.64 -0.88 -1.73  0.184
H: 1.81 -4.28 -1.00  0.245
H: 1.55 -4.14 0.63  0.256
H: 2.02 -0.62 1.00  -0.095
H: 3.40 -1.75 1.00  0.210
H: 2.86 0.07 -1.48  0.366
H: 4.30 -0.92 -1.09  0.202
H: 2.45 1.39 0.93  0.372
C: -6.58 -1.09 -2.33  -0.294
C: -5.42 -0.19 -2.71  -0.431
O: -4.76 0.09 -1.48  -0.255
S: -4.89 -1.18 -0.50  1.188
O: -3.70 -1.95 -0.61  -0.579
O: -5.40 -0.75 0.75  -0.557
O: -6.06 -1.94 -1.31  -0.368
H: -7.41 -0.51 -1.91  0.250
H: -6.94 -1.67 -3.17  0.347
H: -5.75 0.74 -3.18  0.332
H: -4.72 -0.70 -3.37  0.335
C: -6.20 3.67 1.83  -0.318
C: -4.92 4.13 1.16  -0.355
O: -4.77 3.27 0.03  -0.283
S: -6.23 2.87 -0.54  0.983
O: -6.54 3.73 -1.63  -0.626
O: -6.28 1.46 -0.64  -0.333
O: -7.08 3.35 0.75  -0.331
H: -6.04 2.76 2.42  0.269
H: -6.64 4.44 2.46  0.317
H: -4.06 4.05 1.82  0.330
H: -5.01 5.16 0.80  0.284
C: 8.48 0.39 0.66  -0.267
C: 8.34 -0.37 -0.64  -0.160
O: 9.31 -1.42 -0.57  -0.337
S: 9.47 -1.88 0.97  1.088
O: 8.67 -3.03 1.18  -0.530
O: 10.85 -1.84 1.30  -0.532
O: 8.73 -0.62 1.65  -0.322
H: 9.34 1.06 0.63  0.290
H: 7.59 0.95 0.91  0.269
H: 8.52 0.26 -1.51  0.332
H: 7.35 -0.83 -0.73  0.174

Number 1: energy -114835.0821 eV. Number 2: energy -78775.9003 eV.